# 1
One molecule with the formula C4H5FO, computed with wB97M-V/def2-TZVPD.

Values from the calculation:
Net charge   0
Relative energy (zero: lowest compared OMol25 entry of this formula, charge and spin)   1.3279 eV
SMILES   C=C(C=O)CF
Kohn-Sham gap   10.25 eV

Structure (XYZ):
```
11
Properties=species:S:1:pos:R:3:forces:R:3
C -1.3801 -0.6868 -0.2242 -1.0908 -0.9682 1.4474
C -0.2304 -0.0597 0.0400 -0.6835 1.3723 -2.2925
C -0.1160 1.4668 -0.3003 -0.3508 -1.4835 0.7859
O 0.8806 1.9981 0.1229 -1.0390 1.0349 -0.9328
C 1.0952 -0.6070 0.4132 0.2476 -1.9442 0.1857
F 2.0598 -0.5121 -0.6174 -0.7624 0.0584 0.4735
H -1.4238 -1.8799 -0.1929 -0.3155 2.9167 0.0439
H -2.3274 0.0151 -0.1527 1.6929 -1.9393 -0.9282
H -0.9844 1.9188 -0.9746 1.6624 -0.4292 1.2655
H 1.3982 0.0939 1.2086 0.4515 -0.9090 0.0641
H 1.0283 -1.7473 0.6774 0.1876 2.2912 -0.1123
```
Positions in Å, forces in eV/Å.

# 2
C23H30BCdF4N2O7 as an isolated structure, computed with wB97M-V/def2-TZVPD.

Values from the calculation:
Net charge   +1
Relative energy (zero: lowest compared OMol25 entry of this formula, charge and spin)   1.1266 eV
Kohn-Sham gap   8.03 eV

Structure (XYZ):
```
68
Properties=species:S:1:pos:R:3:forces:R:3
Cd 0.6033 -0.4647 -0.2692 -0.2582 0.3057 -0.0797
C -1.7979 -0.2795 -2.4183 -0.1054 -0.0302 0.0248
C -0.6650 0.4264 -3.1169 0.0582 -0.0034 -0.0909
O 0.5394 -0.1706 -2.6485 -0.0429 0.0581 0.1318
C 1.7612 0.3820 -3.1258 0.1014 -0.0695 -0.0014
C 2.2051 1.5860 -2.3082 -0.0180 0.0276 0.0684
O 2.0667 1.2542 -0.9271 0.0392 -0.2242 -0.1678
C 3.0347 1.6902 0.0272 0.0050 0.0605 0.0236
C 3.4424 0.4810 0.8514 0.0165 -0.0413 0.0372
O 2.2998 -0.2417 1.3142 -0.0450 -0.0289 -0.1097
C 1.7951 0.0556 2.6139 0.0297 -0.0099 0.0616
C 0.6456 -0.8994 2.8525 -0.0143 -0.0138 0.0274
O -0.3348 -0.6954 1.8277 0.0608 -0.1263 0.0076
C -1.6874 -0.5195 2.2417 -0.0157 -0.0072 -0.1019
C -2.6807 -0.3551 -0.1673 -0.0881 0.0557 0.0347
O -1.5917 -0.0757 -1.0168 0.0735 -0.0600 0.0603
H -1.7938 -1.3463 -2.6457 0.0104 0.0060 -0.0231
H -2.7543 0.1597 -2.7133 -0.0027 -0.0172 0.0040
H -0.6817 1.4965 -2.8841 -0.0156 0.0068 -0.0005
H -0.7512 0.2913 -4.1984 0.0069 0.0169 0.0032
H 1.6729 0.6466 -4.1825 0.0200 0.0171 0.0105
H 2.4876 -0.4234 -3.0202 0.0042 0.0121 -0.0209
H 1.6012 2.4722 -2.5147 0.0050 0.0245 -0.0258
H 3.2467 1.8116 -2.5485 -0.0105 0.0065 0.0053
H 2.5847 2.4743 0.6434 0.0337 -0.0445 -0.0327
H 3.9100 2.1037 -0.4779 0.0156 -0.0184 0.0154
H 4.0673 0.7785 1.6960 0.0060 0.0154 -0.0093
H 3.9926 -0.2294 0.2342 0.0240 0.0294 -0.0097
H 1.4615 1.0976 2.6630 0.0117 -0.0497 0.0029
H 2.5771 -0.1103 3.3597 -0.0058 0.0006 -0.0045
H 0.2047 -0.7090 3.8323 0.0079 -0.0015 -0.0013
H 0.9869 -1.9337 2.7990 0.0140 0.0213 0.0080
H -1.6960 -0.0098 3.2084 -0.0282 0.0036 0.0004
H -2.1737 -1.4895 2.3542 -0.0232 0.0054 -0.0010
H -3.5818 0.0948 -0.5985 0.0136 -0.0175 -0.0006
H -2.0981 -2.3546 -0.3714 0.0246 0.0029 0.0246
O 2.5016 7.4325 -0.2040 -0.0298 0.0022 0.0314
C 2.0590 6.8379 0.9211 0.0716 -0.0012 -0.0119
O 2.2549 7.3405 1.9876 -0.0210 0.0030 0.0027
C 1.3402 5.5238 0.7791 -0.0128 0.0073 0.0089
C 0.8528 5.0207 -0.4239 -0.0084 -0.0167 -0.0070
C 0.2035 3.7970 -0.4671 0.0031 0.0917 0.0144
C 0.0188 3.0719 0.7022 -0.0326 0.0145 -0.0096
C 0.4766 3.5816 1.9134 -0.0300 0.0167 0.0157
C 1.1327 4.8000 1.9482 -0.0188 -0.0143 -0.0148
N -0.5880 1.7907 0.6476 0.0241 0.0355 0.0309
C -1.7569 1.6721 1.1238 -0.0106 -0.0057 -0.0438
C -2.4728 0.3448 1.2355 0.0380 0.0053 0.0669
C -3.8468 0.5618 1.8215 0.0145 0.0066 0.0079
C -4.8393 -0.3364 1.8166 0.0011 -0.0163 -0.0007
C -4.8637 -1.6985 1.3058 0.0103 0.0221 -0.0025
C -3.9504 -2.3258 0.5396 -0.0068 -0.0176 0.0109
N -2.8651 -1.7663 -0.0749 0.0292 -0.0124 -0.0570
H 2.3403 6.8878 -0.9809 0.0027 -0.0014 -0.0271
H 0.9356 5.5840 -1.3465 0.0078 0.0000 -0.0023
H -0.1935 3.4194 -1.4002 -0.0006 -0.0250 0.0007
H 0.3115 3.0233 2.8271 -0.0152 0.0174 -0.0081
H 1.4860 5.2173 2.8813 0.0047 0.0061 0.0012
H -2.2807 2.5480 1.5216 -0.0009 -0.0114 0.0063
H -4.0349 1.5322 2.2654 0.0041 0.0151 0.0113
H -5.7605 -0.0243 2.2951 -0.0041 0.0085 0.0052
H -5.7094 -2.2966 1.6138 0.0023 -0.0188 -0.0036
H -4.0543 -3.3868 0.3509 -0.0080 -0.0025 0.0016
F 1.2725 -4.3634 -1.2532 0.0137 -0.0270 -0.0134
B 1.0424 -3.1855 -0.6518 -0.0232 0.0020 -0.0268
F 1.9793 -2.1535 -1.0724 0.0350 0.0327 0.0370
F 1.0519 -3.1907 0.7365 0.0153 -0.0253 0.0355
F -0.2459 -2.6126 -1.0448 0.0367 -0.0035 0.0693
```
Positions in Å, forces in eV/Å.

> Number 2 is which compound?

C23H30BCdF4N2O7

> The lowest Kohn-Sham gap belongs to which entry?

C23H30BCdF4N2O7

> What is the formula in the second record?

C23H30BCdF4N2O7